No. 1
Entry from the OMol25 dataset: a molecular structure, C28H43BrCaN2P2S in a non-equilibrium geometry (the ωB97M-V functional and the def2-TZVPD basis).

Structure (XYZ):
```
78
Properties=species:S:1:pos:R:3:forces:R:3:mulliken_charge:R:1
N -5.15928 4.50219 -1.93724 -0.3353 0.1935 -0.2399 -0.583
C -4.56801 5.15191 -0.93670 0.6395 -0.2428 0.0419 -0.496
C -3.20682 5.00573 -0.64222 -0.4104 -0.4349 -0.3347 -0.359
C -2.43428 4.12704 -1.42913 -0.3045 0.3661 0.1526 0.482
C -3.06950 3.48450 -2.51821 -0.2162 0.2353 0.3007 -0.271
C -4.43356 3.71940 -2.73732 0.7380 0.0232 0.6023 -0.429
C -0.99695 3.95933 -1.15399 -0.7369 0.7476 -0.2535 -0.484
Ca 0.56344 3.39787 0.53666 0.4636 0.7197 0.5590 2.088
P 3.12049 0.15594 0.50694 1.4270 -0.7353 0.1797 -0.072
C -0.27505 2.82933 -1.55279 0.3787 -0.6522 -1.0835 -2.231
C -0.76218 1.45436 -1.47318 0.3886 0.2277 -0.3658 0.461
C -0.20575 0.45580 -2.31405 0.0271 0.0047 0.1405 -1.253
C -0.41688 -0.88190 -2.04866 -0.1971 -0.3474 0.4958 -0.751
C -1.07128 -1.26368 -0.84732 -1.4673 -0.2407 -0.9618 -0.018
C -1.82151 -0.28077 -0.16701 0.1708 -0.5373 -0.0307 -1.089
C -1.73119 1.04913 -0.53265 -0.1247 0.2690 0.2305 0.062
Br 1.51912 -1.50613 0.31557 -0.6768 -1.6941 0.3276 -0.133
H -0.44212 4.91349 -0.96653 -0.3741 -0.3471 -0.5100 0.843
H 0.70972 2.96774 -2.03671 -0.3238 -0.1513 -0.0680 0.746
H -2.77024 5.53943 0.20456 -0.0523 -0.0342 -0.2585 0.418
H -2.52465 2.83124 -3.20092 -0.0338 0.2218 0.2628 0.413
H -5.18828 5.81318 -0.32760 0.0677 -0.2104 -0.2244 0.370
H -4.94032 3.24710 -3.58176 0.0456 0.1631 0.2847 0.376
H 0.38043 0.77871 -3.18092 -0.1855 -0.2343 0.3127 0.564
H -2.39765 1.79028 -0.07293 0.4728 -0.3681 -0.2235 1.077
H -0.03528 -1.64905 -2.72555 0.0881 0.3037 0.2558 0.121
H -2.46428 -0.56324 0.67751 0.2093 0.1523 -0.4675 0.485
P -1.33486 -3.00551 -0.33298 -0.0989 1.5615 -0.1629 1.336
C 2.77545 1.89827 0.64742 0.8238 1.5151 0.2229 0.698
C 4.00401 2.81024 0.87730 0.1195 0.7318 -0.0335 -1.538
H 2.06215 1.99758 1.50309 0.4829 -0.3145 -0.3735 0.063
H 2.30336 2.18563 -0.32589 0.1664 -0.4733 0.4262 -0.189
H 3.71183 3.74485 1.38343 0.1596 -0.0796 -0.1362 0.360
H 4.77001 2.34356 1.50647 -0.4337 0.2041 -0.2797 0.176
H 4.48521 3.08998 -0.07366 -0.2236 -0.1795 0.3257 0.370
C 4.15165 -0.09539 -0.96230 0.1566 0.7510 -0.2218 -0.572
C 4.75949 -1.49971 -1.10154 0.1750 -0.0941 -0.0804 -1.228
H 4.94173 0.67147 -0.93654 -0.1180 -0.2272 -0.1301 0.553
H 3.51756 0.14502 -1.82979 0.0785 -0.0495 0.2249 0.398
H 4.62012 -1.85023 -2.12942 0.0679 -0.0065 0.2590 0.341
H 5.83880 -1.46984 -0.90745 -0.3087 -0.0744 0.0225 0.302
H 4.30155 -2.23548 -0.43125 0.0761 0.1353 -0.1841 0.322
C 4.04935 -0.50050 1.95032 -0.0649 0.3790 0.3083 -0.536
C 5.41049 0.09819 2.30600 0.2815 -0.1549 0.3987 -1.369
H 4.16583 -1.58629 1.78913 -0.2739 0.4628 -0.1925 0.383
H 3.36301 -0.40465 2.81016 0.1637 -0.0970 -0.2318 0.424
H 5.84587 -0.50959 3.11279 -0.0394 0.1733 -0.2579 0.402
H 6.12182 0.08222 1.47018 -0.2269 0.0769 0.1442 0.328
H 5.32785 1.11455 2.70491 0.1204 -0.3077 -0.0792 0.361
C -1.27287 -2.94460 1.47972 0.3700 0.1545 0.3632 -0.039
C -1.07366 -4.29353 2.15975 -0.1023 -0.1743 0.2128 -1.691
H -2.20007 -2.46250 1.82380 0.1916 -0.2102 -0.2165 0.393
H -0.45862 -2.26822 1.77649 -0.2450 -0.2091 -0.3097 0.170
H -1.94338 -4.94931 2.04830 0.1494 0.0454 -0.0062 0.347
H -0.18777 -4.81417 1.78254 -0.1389 0.0915 0.1044 0.353
H -0.92121 -4.11328 3.22852 -0.0528 -0.1898 -0.1494 0.437
C -0.12010 -4.10536 -1.09220 0.5706 -0.1937 0.2780 -0.440
C -0.30409 -4.52835 -2.55742 -0.2809 -0.1370 -0.1332 -1.344
H -0.09784 -4.99907 -0.45109 0.0114 0.1638 -0.1343 0.535
H 0.85318 -3.60797 -0.94935 -0.4217 -0.2015 -0.0354 0.211
H -1.01636 -5.36048 -2.63001 0.1012 0.3089 -0.0926 0.380
H -0.64367 -3.71313 -3.21002 0.0757 -0.2450 0.1737 0.323
H 0.65634 -4.89500 -2.94596 -0.3006 0.1422 0.1515 0.396
C -3.00415 -3.54486 -0.77628 0.1471 -0.2986 -0.3953 -0.611
C -4.15150 -3.10143 0.13178 -0.1939 0.0710 0.0082 -1.151
H -2.92892 -4.64143 -0.82866 -0.1854 0.1785 -0.0128 0.530
H -3.16116 -3.17410 -1.80094 -0.0116 -0.2630 0.1967 0.499
H -4.39515 -2.04363 -0.02199 0.0712 -0.1980 0.0527 0.236
H -5.04276 -3.68638 -0.12013 0.1572 0.1801 0.0456 0.431
H -3.94853 -3.26123 1.19632 -0.0667 -0.0706 -0.2551 0.296
S -2.75992 1.40632 2.88010 1.4845 0.0001 0.0532 -0.041
C -1.31590 0.57270 3.41683 0.2527 0.6420 -0.1366 -0.330
C -0.18698 1.27503 3.07709 -1.2552 0.1422 -0.6336 -0.527
N -0.44435 2.40464 2.29728 -2.1046 -0.1693 1.0023 -0.588
C -1.77977 2.60148 2.14012 1.4567 -0.7761 1.2565 -0.023
H -1.34366 -0.35818 3.97360 -0.1776 0.2824 -0.0383 0.530
H 0.83897 1.04712 3.36502 -0.3797 -0.0967 -0.1910 0.504
H -2.21653 3.50559 1.71858 0.1155 -0.2998 -0.2525 0.490
```
Forces are in eV/Å.

LUMO energy (alpha / beta), eV: -5.733 / -5.900
Charge: +2
Gap between HOMO and LUMO (alpha / beta), eV: 5.708 / 4.935
Energy relative to the best compared isomer or geometry (same formula, charge and spin), eV: 2.229
E_HOMO (alpha / beta), eV: -11.4414 / -10.8346


No. 2
Entry from the OMol25 dataset: a molecular structure, C28H43BrIrN2P2 in a non-equilibrium geometry (the ωB97M-V functional and the def2-TZVPD basis).

Structure (XYZ):
```
77
Properties=species:S:1:pos:R:3:forces:R:3:lowdin_spin:R:1
C 2.20243 4.04323 -0.37679 -0.4481 -0.0944 -0.4245 0.378
C 1.25053 3.29831 -1.11217 -1.5988 -1.4760 0.3610 0.252
C 1.30236 3.30509 -2.52486 -0.1603 0.1071 1.1466 0.280
C 2.32784 4.03146 -3.12638 0.1921 0.0921 -3.3070 0.455
N 3.25940 4.69154 -2.43619 -1.1073 -0.8598 1.9548 0.976
C 3.19369 4.71570 -1.09957 2.3042 1.7177 0.3932 0.422
C 0.20663 2.63827 -0.42706 -1.1737 -0.3765 0.9161 0.200
C -0.68990 2.09499 0.25605 1.2434 1.9349 -0.9044 0.148
C -1.95703 2.29160 0.90309 -0.0411 -0.6209 -0.0606 0.179
C -2.44126 1.20764 1.62174 -1.9419 -1.9029 1.2923 0.030
C -3.77158 1.00487 1.95111 1.6391 -0.5805 -0.2887 0.076
C -4.63982 1.97527 1.51348 -3.1937 0.5141 -0.0822 0.158
C -4.19170 3.23412 1.05384 1.1929 0.6641 -0.5474 0.086
C -2.83201 3.38819 0.77300 -0.7054 0.6334 -0.3962 -0.003
Ir -0.64756 -0.66839 0.84206 1.9955 -0.4216 -4.1151 0.819
P 1.55564 -0.56612 0.17434 1.2757 -1.7416 -0.1864 0.018
H 0.53468 2.81490 -3.12902 0.4151 0.2314 0.0085 0.009
H 2.12654 4.16362 0.70346 0.2713 0.0440 -0.2337 0.013
H 2.38689 4.07383 -4.21750 0.0411 0.0558 0.1188 0.026
H 3.94617 5.28752 -0.56127 0.0795 0.1104 -0.0705 0.023
H -2.42335 4.31788 0.37552 -0.4119 -0.1535 0.0188 -0.002
H -1.81196 0.37524 1.95243 -0.1189 0.7127 0.3627 0.004
H -4.89553 4.04507 0.86076 0.1801 -0.2371 0.0724 0.001
H -4.12604 0.08458 2.40124 0.0790 0.1265 0.0654 0.001
C 2.18346 -2.30848 0.50635 -0.3986 0.5338 0.2488 0.013
C 3.41368 -2.79936 -0.25632 0.1795 -0.1106 -0.0702 0.003
H 1.31503 -2.95389 0.29813 0.2773 0.0847 0.0488 0.006
H 2.34943 -2.37524 1.59261 -0.0768 0.0786 -0.1971 0.000
H 3.60616 -3.83657 0.04655 -0.0625 0.2126 -0.1445 0.000
H 3.24604 -2.79915 -1.34217 0.1461 0.0088 0.2766 0.000
H 4.32635 -2.23608 -0.01574 -0.3706 -0.1172 -0.1710 0.000
C 1.95682 -0.25128 -1.61534 -0.6519 0.1131 0.0027 0.003
C 3.34087 0.32361 -1.94892 0.0361 0.0149 -0.0974 0.002
H 1.17038 0.44232 -1.94761 0.1164 -0.0783 -0.1045 0.001
H 1.79036 -1.17752 -2.18768 0.0274 0.2424 0.4160 0.000
H 3.43043 0.42274 -3.04029 -0.0931 -0.0397 0.2535 0.001
H 3.45035 1.32887 -1.51537 0.2145 -0.3239 0.0018 0.000
H 4.17131 -0.32619 -1.63208 -0.4105 0.3340 -0.0918 0.000
C 2.64397 0.55961 1.17548 -0.7519 0.1233 0.0345 0.004
C 4.13298 0.20554 1.24109 0.2776 0.0071 -0.0554 0.000
H 2.20781 0.55179 2.18334 0.2028 0.0229 -0.2350 0.001
H 2.48231 1.58045 0.79935 0.0674 -0.1866 -0.0032 0.002
H 4.64745 0.96341 1.84643 -0.1758 -0.2160 -0.0231 0.000
H 4.28633 -0.76669 1.72864 0.0244 0.3165 -0.1954 0.000
H 4.62872 0.21406 0.25997 -0.2439 -0.1344 0.4813 0.000
Br -6.49296 1.55013 1.50480 1.6604 0.6529 0.0751 0.350
P -1.54803 -1.54123 -1.06265 -0.4250 -0.8733 -1.1424 0.010
C -0.52183 -2.56877 -2.20224 0.4527 0.5554 0.1942 0.003
C -1.06643 -3.88183 -2.75567 -0.2400 -0.1882 -0.1690 0.000
H 0.41553 -2.75836 -1.66064 -0.1851 -0.0545 -0.1646 0.000
H -0.27445 -1.89239 -3.03221 0.0742 -0.1206 0.0907 0.000
H -0.26639 -4.36098 -3.33231 -0.1809 0.0606 0.1373 0.000
H -1.36828 -4.58770 -1.97382 0.0442 0.1619 -0.1453 0.000
H -1.90426 -3.73226 -3.44602 0.1140 -0.0093 0.2371 0.000
C -2.52459 -2.74693 -0.06404 0.3286 0.4025 -0.4067 0.010
C -3.94121 -3.11416 -0.48467 -0.2867 -0.2593 0.2797 0.002
H -2.50996 -2.28838 0.94499 -0.3114 -0.3579 0.1453 0.005
H -1.88123 -3.63731 -0.02028 -0.1683 0.1630 0.1815 0.002
H -4.36013 -3.71036 0.33592 -0.1249 0.0761 -0.3386 0.000
H -4.59264 -2.24098 -0.63256 0.2381 -0.2373 -0.0455 0.000
H -3.94011 -3.74091 -1.38690 -0.0235 0.2873 0.2200 0.000
C -2.54651 -0.44731 -2.12383 -0.0881 0.0689 0.1901 -0.001
C -3.11765 -0.98618 -3.43748 -0.2028 -0.0484 -0.1054 -0.001
H -1.88523 0.40911 -2.32288 -0.1028 -0.0787 0.0522 0.000
H -3.34106 -0.07332 -1.46422 -0.0119 0.0585 -0.1412 0.000
H -3.72145 -0.19574 -3.89912 0.1155 -0.2119 0.0441 0.000
H -2.33669 -1.25743 -4.15880 -0.1450 0.0191 0.2470 0.000
H -3.77439 -1.85145 -3.28664 0.1916 0.1854 -0.0130 0.000
C 0.83972 0.34585 6.09403 0.1844 -0.0901 0.1233 0.000
C -0.10781 -0.43477 5.18105 0.4139 0.1895 0.7745 0.001
C 0.18344 -0.30914 3.75073 -1.8601 -1.4370 -1.6639 0.008
N -0.00917 -0.50310 2.61384 1.7838 1.4059 5.4077 0.017
H 1.85310 -0.08261 6.04281 -0.3557 0.3180 0.1326 0.000
H 0.44770 0.23143 7.10850 0.3128 0.1425 -0.0962 0.000
H 0.85410 1.41377 5.83361 0.0586 -0.3545 0.1567 0.000
H -0.05821 -1.51669 5.41160 -0.0427 0.3959 -0.1975 0.001
H -1.14818 -0.10037 5.37733 0.4401 -0.1881 -0.5292 0.000
```
Forces are in eV/Å.

LUMO energy (alpha / beta), eV: -12.002 / -16.360
Charge: +4
Gap between HOMO and LUMO (alpha / beta), eV: 6.350 / 3.621
Energy relative to the best compared isomer or geometry (same formula, charge and spin), eV: 3.712
2S+1: 6
E_HOMO (alpha / beta), eV: -18.3517 / -19.9808


No. 3
Entry from the OMol25 dataset: a molecular structure, C28H43F9OP2Yb in a non-equilibrium geometry (the ωB97M-V functional and the def2-TZVPD basis).

Structure (XYZ):
```
84
Properties=species:S:1:pos:R:3:forces:R:3:lowdin_spin:R:1
Yb 2.56570 -0.61909 1.48951 -0.7916 -0.9128 -1.2411 0.016
C 0.76789 -3.24379 2.95729 -2.2719 -1.0923 -1.2482 0.162
C 0.01873 -3.66402 1.83557 0.5932 0.5145 1.9225 0.035
C 2.16348 -3.24097 1.12619 0.6854 0.9276 1.2724 0.052
C 2.11308 -3.08043 2.52953 1.2740 -0.0995 -1.7888 0.238
C 0.87223 -3.65068 0.69958 0.0658 -0.2014 0.0748 0.297
C 0.27999 -3.02869 4.33234 -0.2794 0.0828 0.7609 0.024
H -0.81532 -2.95177 4.38756 0.3683 0.0185 -0.1469 0.000
H 0.69864 -2.10218 4.74885 -0.2284 -0.4422 -0.1744 0.005
H 0.55387 -3.85568 5.00816 0.0777 0.1809 -0.1831 0.010
C 3.28801 -2.90503 3.40730 0.4502 -0.5994 0.4923 0.039
H 3.12208 -2.10721 4.11994 0.1127 -0.4206 -0.0857 0.008
H 4.23930 -2.73459 2.86848 -0.3627 -0.0945 0.1579 0.000
H 3.43050 -3.84161 4.01301 -0.0213 0.7530 -0.4662 0.017
C 3.38727 -2.98474 0.30537 0.6060 -0.6815 -0.2859 -0.004
H 4.07306 -3.84734 0.33413 -0.0776 0.2960 -0.2010 -0.001
H 4.04668 -2.15262 0.67616 -0.1883 -0.4877 -0.3054 -0.001
H 3.13829 -2.79095 -0.74608 0.1908 0.0243 0.1926 0.000
C 0.55302 -4.10571 -0.66241 -0.1037 0.0667 -0.6462 0.055
H 0.51485 -5.20388 -0.76849 0.0091 0.3258 0.2516 0.020
H 1.30421 -3.74099 -1.36768 -0.0824 -0.1407 -0.0377 0.001
H -0.41144 -3.70901 -0.98635 0.0604 -0.2154 0.0141 0.011
C -1.39877 -4.08346 1.88143 -0.6536 -0.2188 -0.2817 -0.004
H -1.53348 -5.16149 1.68870 0.1297 0.3139 0.0930 -0.001
H -1.98924 -3.55032 1.12938 0.0296 -0.2045 0.2065 -0.001
H -1.83777 -3.86308 2.85853 0.0534 -0.1076 -0.1853 0.000
C -1.45137 0.82111 1.61975 0.2996 -0.2640 0.5518 0.000
C -2.26829 -0.03185 2.24930 0.4488 0.3756 -0.0132 0.000
C -3.29714 -0.92751 1.63126 -0.5046 0.1520 -0.1209 0.000
C -3.23327 -1.05803 0.08796 -0.6722 0.1425 0.8481 0.000
C -1.96163 -1.58948 -0.48665 0.2414 -0.1067 -0.6697 0.004
C -0.94610 -0.89323 -1.01408 0.3173 -0.5455 0.3077 0.003
C -0.57391 0.53584 -0.75438 -0.7666 0.6105 -0.6137 0.000
C -1.48367 1.32710 0.21865 0.5634 0.2311 -0.6411 0.000
H -4.31116 -0.56997 1.88976 0.3002 -0.1837 -0.0026 0.000
H -3.49005 -0.08967 -0.36110 -0.0352 -0.5478 0.0799 0.000
H -3.20020 -1.92327 2.09869 -0.0636 0.3571 -0.1673 0.000
H -2.49980 1.42764 -0.17607 0.4567 -0.0965 0.2486 0.000
H -0.59172 1.22668 2.16314 -0.6465 0.0011 0.1746 0.000
H -2.18371 -0.08252 3.34087 0.2525 -0.3134 -0.3455 0.000
H -1.06298 2.35128 0.25269 -0.3398 -0.3327 -0.0776 0.000
H 0.47121 0.61425 -0.38573 -0.0706 -0.2344 0.0508 0.000
H -0.27620 -1.39668 -1.72738 0.0022 -0.0903 0.6330 0.000
H -0.52637 1.05476 -1.73188 0.0200 -0.0345 0.3485 0.000
H -4.03369 -1.76924 -0.18651 0.2857 0.3640 -0.0304 0.000
H -1.97361 -2.68189 -0.58955 0.0214 0.5472 -0.5138 0.000
P -1.05951 3.13293 -3.31795 -0.8092 0.5226 0.0549 0.000
P -0.01685 2.23759 -5.95022 -0.2639 0.4709 -1.4580 0.000
C -1.60612 4.20455 -4.75933 0.1625 -0.0032 0.1369 0.000
C -0.68052 4.00023 -5.95410 0.4312 -0.4050 0.0366 0.000
H -1.59588 5.25126 -4.43428 -0.1679 -0.1220 -0.0466 0.000
H -2.64673 3.95092 -5.00901 0.3292 -0.0320 0.0373 0.000
H -1.19994 4.17696 -6.90650 0.2226 0.0467 0.1840 0.000
H 0.19376 4.66781 -5.91262 -0.2477 -0.0931 0.0428 0.000
C 0.98109 2.43705 -7.48656 0.0608 -0.0703 -0.0673 0.000
H 1.33053 1.44903 -7.80713 0.0527 0.2373 -0.0520 0.000
H 1.84612 3.07326 -7.26079 -0.1088 -0.1832 -0.1607 0.000
H 0.38718 2.89530 -8.28901 0.2149 -0.1002 0.0958 0.000
C -1.51617 1.49890 -6.78081 0.2372 -0.1776 0.2647 0.000
H -1.86774 2.14952 -7.59521 0.0750 -0.2084 0.2309 0.000
H -2.32120 1.34730 -6.05085 0.0928 -0.0319 -0.2124 0.000
H -1.22119 0.52584 -7.19517 -0.2271 0.1592 0.0987 0.000
C -0.43149 4.49104 -2.24480 -0.0374 -0.0506 0.1325 0.000
H -0.22912 4.09967 -1.24055 0.0195 0.2003 -0.1242 0.000
H -1.16481 5.30543 -2.19368 0.1982 -0.0962 0.1308 0.000
H 0.50414 4.87127 -2.67340 -0.1645 -0.0495 0.1488 0.000
C -2.75276 2.88879 -2.63502 0.1064 0.0279 0.2920 0.000
H -3.37200 2.39222 -3.39074 0.1047 0.0939 0.1582 0.000
H -3.19481 3.85153 -2.36003 -0.1495 -0.1538 -0.0112 0.000
H -2.69257 2.24510 -1.75576 -0.2269 0.2120 -0.2365 0.000
F -0.10093 1.85755 4.16817 0.9315 -0.7226 0.6467 0.000
C 0.74615 1.16969 4.98440 -1.7194 0.9981 0.7459 0.000
F 1.05127 2.00692 6.00340 -0.0570 -0.5754 -0.8205 0.000
F 0.03235 0.13380 5.50297 0.9011 0.8432 -0.5263 0.000
C 1.97674 0.63085 4.20296 -0.6144 -0.7843 -0.5578 0.001
O 1.48479 -0.23151 3.23877 0.7779 1.0908 1.5929 0.009
C 2.81974 1.74435 3.52979 0.2908 2.0758 -0.3616 0.000
F 3.77593 2.30317 4.28200 -1.1488 -0.3281 -0.7639 0.000
F 3.54057 1.18614 2.41845 -0.1688 0.5821 0.8713 0.000
F 2.05388 2.70545 2.96154 0.9638 -1.0443 0.6521 0.000
C 2.93195 -0.02477 5.22570 0.8931 -0.9402 1.9511 0.000
F 3.20660 0.77270 6.27977 -0.1049 -0.6445 -0.9663 0.000
F 2.41217 -1.17718 5.75150 0.5402 1.2894 -0.6245 0.001
F 4.14418 -0.34665 4.64941 -1.1454 0.3498 0.2770 0.001
```
Forces are in eV/Å.

LUMO energy (alpha / beta), eV: -3.731 / -4.729
Charge: +1
Gap between HOMO and LUMO (alpha / beta), eV: 5.698 / 4.699
Energy relative to the best compared isomer or geometry (same formula, charge and spin), eV: 0.000
2S+1: 2
E_HOMO (alpha / beta), eV: -9.4282 / -9.4281


no.,E_tot (Eh)
1,-5534.16336
2,-4561.43091
3,-3907.84855